# 1
Computed, not measured: a molecular structure, C36H50CdN9O, with the ωB97M-V functional and the def2-TZVPD basis.

Its net charge is +1. The value obtained for the strongest force on any atom is 0.158 eV/A. For the HOMO energy, the calculation gives -9.845 eV. For the calculated total energy, the calculation gives -58162.826 eV. Its molecular weight is 737.3 u. For the frontier orbital gap, the calculation gives 8.1 eV.

XYZ file:
```
97
C36H50CdN9O the ωB97M-V functional and the def2-TZVPD basis
Cd 0.57133 -0.26388 0.35657
O 0.35379 0.78401 -1.90454
N -2.31849 -1.14004 3.96215
N -0.65028 -2.01128 -0.34590
N -0.93054 0.66475 -3.77958
N -0.76613 -4.32803 0.07064
N 1.11393 -3.40037 -0.90233
N 0.47920 2.15238 0.58266
N -1.17969 -0.50748 1.96999
N 1.40057 0.70232 -3.91502
N -0.10456 -0.52364 4.02358
C -1.18413 -0.25645 -4.87740
C 5.02140 -0.03380 1.06167
C -0.12837 -3.21980 -0.39981
C -2.38651 -0.17728 1.30673
C -2.59140 -2.52271 -1.64684
C 0.26816 -1.44523 5.08330
C -1.73826 -4.21442 1.13885
C 1.93831 3.91550 -0.04553
C -2.61342 -0.61013 5.28318
C -1.21636 -0.71532 3.26370
C 0.85942 4.74904 -0.26666
C -2.81495 -0.87885 0.12716
C -0.55921 2.95717 0.35808
C 2.85856 1.66676 0.64044
C -4.91213 0.41599 0.23583
C -4.42565 1.14561 1.27822
C 1.41236 1.18046 -5.28835
C -0.72158 -5.60250 -0.62243
C 3.75144 -0.54350 0.81768
C -4.12724 -0.60419 -0.35659
C 0.27969 0.70846 -3.13737
C -2.10237 0.99473 -2.98519
C -3.16467 0.83559 1.81539
C 2.64634 0.27945 0.60589
C 2.69941 0.68576 -3.26159
C 0.96775 0.35678 3.59894
C -3.41233 -1.88826 3.37450
C 4.12818 2.18264 0.91044
C -3.91716 -2.30310 -2.05544
C 1.72581 2.60822 0.39377
C -2.02865 -1.84103 -0.59195
C -0.42429 4.26762 -0.05493
C 2.04362 -4.38333 -0.37049
C -4.66363 -1.34444 -1.43913
C 5.20702 1.33914 1.11846
C 1.69269 -2.45586 -1.84183
H -2.76312 -4.13042 0.76449
H 2.94041 4.26881 -0.23767
H 3.37019 0.00800 -3.79266
H -4.30069 -1.26379 3.24322
H 0.54045 -0.89403 5.98521
H -1.73302 -5.88369 -0.92837
H 0.44329 1.58888 -5.55871
H 6.18324 1.75314 1.33245
H -1.87614 1.82632 -2.32222
H -1.86993 -1.04043 -4.54128
H -0.26314 -0.73089 -5.20411
H -1.66821 -5.10006 1.77257
H 2.20570 -3.01207 -2.62912
H 2.41581 -1.79904 -1.35226
H -1.86166 0.11733 5.57542
H -3.66632 -2.71961 4.03708
H -1.97492 -3.21892 -2.20492
H 2.93244 -3.87322 0.00875
H 1.58826 -4.93585 0.44536
H -4.32103 -2.86953 -2.88460
H -5.89839 0.60746 -0.16643
H 2.35776 -5.08405 -1.14679
H 1.79280 -0.19597 3.14154
H -1.63763 0.25516 -5.72875
H 5.85767 -0.70380 1.21825
H -2.79792 1.37956 2.67832
H 0.90760 -1.84614 -2.28194
H 1.67625 0.38821 -5.99249
H 0.59630 1.08628 2.88374
H -0.32329 -6.39469 0.01510
H 3.63156 -1.62339 0.80100
H -0.54563 -2.12368 5.31698
H 2.15513 1.97545 -5.37949
H -1.29752 4.88338 -0.21679
H 1.35422 0.88381 4.47338
H 1.01792 5.76284 -0.61063
H -2.90377 1.28940 -3.66310
H -0.10350 -5.52275 -1.51249
H -2.65425 -1.39842 6.03885
H 2.59346 0.36972 -2.22899
H -2.44327 0.14803 -2.38714
H -5.01240 1.94284 1.71511
H -1.49958 -3.33637 1.73622
H -5.67154 -1.12581 -1.76664
H 1.13492 -2.03692 4.77187
H -3.13804 -2.28941 2.40531
H 3.14469 1.68477 -3.26584
H -1.53999 2.52267 0.51397
H -3.58805 -0.11410 5.25959
H 4.28424 3.25117 0.98701
```

---

# 2
Computed, not measured: 18 unconnected molecules or ions with the total composition C36H50Cl51NO6P2 in a non-equilibrium geometry, with the ωB97M-V functional and the def2-TZVPD basis.

Its net charge is 0. The value obtained for the strongest force on any atom is 1.902 eV/A. For the HOMO energy, the calculation gives -8.250 eV. For the calculated total energy, the calculation gives -709140.156 eV. Its molecular weight is 2462.8 u. For the frontier orbital gap, the calculation gives 8.1 eV.

XYZ file:
```
146
C36H50Cl51NO6P2 the ωB97M-V functional and the def2-TZVPD basis
Cl -0.41534 11.34704 2.82726
Cl -3.54766 1.28629 2.21355
Cl -3.84776 -11.56612 0.78295
Cl -4.93308 8.56328 -3.68003
Cl -4.77046 -10.87596 3.44867
Cl -4.47085 4.96368 1.68299
Cl -1.09975 -9.21557 0.54892
Cl -3.48153 -8.79269 5.81932
Cl 5.83770 3.18185 -2.94674
Cl -3.80000 -1.44671 3.08550
Cl 1.35504 10.29561 4.89276
Cl 3.51131 9.54770 -0.07175
Cl -0.23455 6.37022 -1.95834
Cl -0.19675 -6.98208 -5.37318
Cl 2.60611 -7.56453 -4.88233
Cl -4.35680 -8.78521 1.46145
Cl -2.11180 9.88461 -0.09382
Cl 7.22336 11.48179 -2.11788
Cl 5.15303 12.57028 -0.39973
Cl 0.40307 10.27206 -1.50245
Cl -4.88450 7.43729 -1.02833
Cl 0.47185 -2.28975 -8.52914
Cl 5.11649 -1.81427 1.96094
Cl 4.54294 11.88994 -3.15146
Cl -0.61276 -11.02335 2.75324
Cl -7.23620 5.69248 1.16924
Cl 1.13913 -2.58754 -5.71863
Cl -1.73954 -9.60034 8.00302
Cl 3.10671 6.83406 0.87121
Cl -1.63310 8.99071 7.37974
Cl -0.71429 12.19163 5.58696
Cl -1.11807 9.73875 10.13830
Cl -7.22049 8.91169 -1.91395
Cl 1.22754 8.93160 1.60387
Cl 2.49159 -1.97830 0.71200
Cl 0.69282 -8.43722 2.69120
Cl -6.52102 2.91658 1.66031
Cl -5.65263 0.56304 4.08135
Cl 1.03772 8.71817 8.48238
Cl 0.81044 15.04289 -5.72803
Cl 2.78291 -0.77367 3.33399
Cl 0.09368 6.04302 -4.82730
Cl 0.61828 -9.66052 -4.60581
Cl 1.07156 12.72386 -3.99853
Cl 2.56423 15.14637 -3.41773
Cl -2.10224 10.31282 -2.95909
Cl 4.90350 3.30453 -0.19446
Cl 3.24887 -2.44065 -7.70133
Cl 5.46887 5.74599 -1.64386
Cl -0.93148 -7.47675 6.17617
Cl -2.55158 5.89486 -3.63163
P -0.23516 0.82897 -3.33680
P -1.51497 0.57539 -1.59211
O -5.67529 -1.60726 -2.39608
O 1.20535 0.15745 -3.06919
O -3.51710 -1.01620 -2.61114
O -0.81974 0.04519 -4.58067
O -4.46327 -0.86259 -0.64356
O -0.08087 2.25759 -3.61234
N 1.57141 -5.45674 3.62165
C 1.29825 -6.32795 -1.56685
C -1.30603 10.70098 -1.43675
C -4.68329 0.03173 2.70527
C 5.78042 12.49134 -2.04577
C 1.63530 -1.88994 -7.27186
C -4.66296 -1.21064 -1.94703
C 1.89582 14.11988 -4.68929
C -1.51283 -2.23895 -2.06035
C 4.88148 4.09526 -1.77899
C 0.55418 -6.11176 4.27333
C 3.71977 -6.40055 2.77732
C -4.83940 -10.46118 1.73309
C -6.00495 4.45234 0.96421
C -0.45518 9.65773 8.50520
C -2.39476 -1.06413 -1.73122
C 4.60351 -6.20748 0.43270
C 0.42986 11.68769 4.33942
C 2.96966 -5.74709 3.91646
C 3.55168 -1.03351 1.77272
C -0.83238 5.55246 -3.40912
C 3.46001 -6.88935 -0.31606
C -2.28326 -8.25171 7.00064
C 0.09206 -9.78321 1.71329
C 1.01719 -4.54493 2.75675
C -0.35011 -4.64821 2.86366
C 0.14242 -5.75882 -0.75012
C -2.05507 -4.56587 -1.16252
C -3.11712 -1.18401 -0.35713
C 2.66026 -5.83532 -1.07019
C 2.31413 8.32192 0.35646
C -0.66023 -5.61207 3.83722
C 4.07729 -5.45282 1.64776
C 1.07547 -8.20104 -5.48156
C -1.18469 -5.79076 -1.52320
C -5.46488 8.77571 -2.01251
C -2.22801 -3.57124 -2.32308
H 2.47153 -4.99738 -0.41241
H -0.96786 -5.82044 -2.58359
H 1.20310 -8.45798 -6.52359
H -1.75774 -4.00943 -3.19245
H -0.60291 0.34871 -0.54409
H -0.69711 4.48774 -3.26850
H 3.25417 -5.50999 -1.91606
H 3.87390 -7.63439 -0.98679
H 1.56451 -3.87840 2.12114
H -1.62077 -4.08771 -0.29270
H -1.75842 -6.68000 -1.29349
H 1.11722 12.50325 4.16427
H 1.26688 -0.04617 -2.12843
H 1.72916 8.10238 -0.52589
H -3.27368 -3.46308 -2.57635
H -2.76204 -0.35446 0.25205
H 0.91948 -10.22497 1.17475
H 3.71229 -0.07104 1.30706
H -5.86389 -10.57277 1.40777
H -0.27871 -0.74935 -4.71997
H 5.29345 -6.95944 0.80891
H -0.22191 10.66445 8.18583
H 3.27302 -4.78931 1.36906
H -3.03369 -4.93768 -0.88423
H 5.18040 -5.57095 -0.22689
H -5.03306 9.69332 -1.63470
H 1.21797 -7.41294 -1.56287
H 4.89924 -4.84986 2.01948
H -0.94636 -1.97999 -2.94831
H 3.50899 -4.87998 4.28031
H 1.19767 -6.01739 -2.60073
H 6.05228 13.49172 -2.35212
H -5.35175 -0.16714 1.87730
H -2.97481 -2.09815 0.20480
H 2.95044 -6.44093 4.74575
H -1.10106 -4.10672 2.32377
H 3.20301 -7.28279 2.43075
H -1.37738 11.76769 -1.27385
H -5.85559 4.30401 -0.09679
H -1.63026 -5.89454 4.16731
H 1.66073 -0.81433 -7.16106
H 0.78734 -6.87447 4.99326
H 2.79124 -7.38915 0.37747
H 3.85701 4.12360 -2.12590
H -0.77416 -2.40060 -1.28371
H 4.66423 -6.76087 3.17621
H -2.74959 -7.52072 7.64640
H 2.71569 13.75962 -5.29514
H 0.00036 -6.32487 0.16196
H 0.37896 -4.72589 -0.51846
```

---

# 3
Computed, not measured: a molecular structure, C36H50N5P2Pb, with the ωB97M-V functional and the def2-TZVPD basis.

Its net charge is +1. The value obtained for the strongest force on any atom is 0.422 eV/A. For the HOMO energy, the calculation gives -8.776 eV. For the calculated total energy, the calculation gives -69412.785 eV. Its molecular weight is 822.0 u. The value obtained for the energy above the lowest of the compared OMol25 structures with the same formula, charge and spin is 31.7 kcal/mol. For the frontier orbital gap, the calculation gives 5.8 eV.

XYZ file:
```
94
C36H50N5P2Pb the ωB97M-V functional and the def2-TZVPD basis
Pb -0.40670 -1.12877 0.43670
P -2.02963 -1.73041 -3.07732
P 2.30614 -0.96286 0.46611
N -3.77459 -2.97291 -4.95481
N -2.29518 -1.24785 -5.83602
N -0.21390 1.66461 8.40496
N -1.39493 -3.41670 -5.23690
N 0.06190 1.07742 0.63587
C -3.61281 -1.77151 -5.90778
C -0.41805 1.08181 7.43295
C 2.54939 -2.25605 2.86785
C -2.11521 3.29641 2.68894
C -1.01610 1.93155 1.02433
C 1.33600 1.61363 0.50122
C 2.83425 -1.52975 -1.21348
C -3.66146 -2.53595 -3.51047
C 5.31990 3.40052 0.01822
C 2.50770 0.81812 0.45937
C 4.63005 -1.03953 2.16125
C 0.03819 -0.79728 5.89603
C 0.09599 2.29545 3.29040
C -0.98089 -3.06018 -3.86357
C -2.68569 -4.00736 -5.29867
C -0.67352 0.36098 6.20065
C -1.63931 0.82058 5.30902
C -1.14171 -0.99613 3.78185
C -2.09355 2.16902 0.15453
C -2.11335 1.61291 -1.25160
C 3.95026 2.77679 0.17125
C -4.35757 4.39719 2.27789
C -3.19160 3.53733 1.84303
C -2.00605 -0.58028 -4.54983
C 2.78674 3.55965 0.18574
C 4.34122 -1.49572 -1.46549
C 3.41637 -1.82710 1.67091
C 3.77546 1.41801 0.29970
C -0.20850 -1.47118 4.71146
C 1.53415 3.01120 0.34116
C -1.85754 0.15715 4.11593
C -1.38816 -1.68745 2.49000
C 2.08632 -0.72752 -2.28454
C -1.30608 -2.27939 -6.15728
C -1.03313 2.50874 2.31296
C -3.16150 2.95992 0.58056
H -3.98872 3.14296 -0.10616
H -2.90678 -4.35906 -6.30317
H 0.99932 -0.81348 -2.17455
H -4.13504 4.92720 3.20504
H 5.09129 -1.58231 2.99185
H 0.31863 -2.39508 4.50482
H -2.55446 2.34184 -1.93805
H -2.21406 1.70630 5.55855
H 4.70570 -0.46817 -1.53049
H 2.49752 -2.57132 -1.25678
H 0.05299 -2.71363 -3.88647
H -2.42492 -1.53188 2.17271
H 3.74648 -2.72246 1.14031
H 0.66561 3.66042 0.33288
H -0.30956 -1.84921 -6.09732
H 3.15041 -2.81261 3.59252
H -1.10340 1.37233 -1.59536
H 4.90663 -2.01935 -0.69118
H -4.68705 -3.39409 -5.11390
H 2.36772 -1.08202 -3.28304
H 2.34052 0.33417 -2.21768
H -3.80074 -3.41146 -2.88009
H 4.65575 0.78815 0.27838
H 5.65797 3.85223 0.95454
H -2.72468 0.22367 -4.38386
H 4.34105 -0.05264 2.52676
H -1.00625 -3.94962 -3.23316
H -2.12241 3.72876 3.68789
H -2.78699 -4.82331 -4.58897
H -4.47038 -1.83856 -3.30072
H -2.71362 0.69888 -1.30526
H 2.87599 4.63875 0.06717
H 4.56024 -1.98366 -2.41993
H 0.94396 2.94579 3.06063
H -5.25228 3.79113 2.44478
H 1.71476 -2.89181 2.55680
H -4.60339 5.13765 1.51308
H -2.59188 0.54702 3.41797
H 5.39094 -0.91371 1.38891
H 5.31091 4.18975 -0.73699
H 0.77749 -1.16784 6.59690
H 0.45814 1.26276 3.26201
H -3.83686 -2.14156 -6.90594
H 2.12882 -1.38089 3.37592
H -0.23015 2.51967 4.30818
H -1.02079 -0.11868 -4.60532
H -1.20330 -2.76380 2.55595
H -1.47526 -2.63102 -7.17405
H 6.06300 2.65832 -0.27825
H -4.35220 -1.03161 -5.61097
```